124
Properties=species:S:1:pos:R:3:mulliken_charge:R:1 method="wB97M-V/def2-TZVPD" gap_ev=6.4553 largest_force_ev_per_a=1.62 homo_energy_ev=-4.75 charge=-1
C 2.450 4.598 0.132 -1.531
C 2.708 3.173 -0.320 0.804
C 1.685 2.494 -0.984 -0.946
C 1.915 1.196 -1.436 -0.542
C 3.159 0.608 -1.243 -1.446
C 4.202 1.263 -0.566 0.855
C 5.517 0.514 -0.424 -1.744
B 6.616 1.023 0.665 -0.639
C 6.043 1.392 2.163 -0.193
C 4.862 0.546 2.684 0.736
C 5.173 -0.146 4.041 -1.482
O 3.679 1.350 2.882 -0.547
P 7.837 -0.515 0.971 0.242
S 6.977 -2.144 1.714 -0.458
C 7.535 2.299 0.146 1.175
F 8.181 2.871 1.233 -0.374
F 6.816 3.313 -0.415 -0.329
C 8.692 2.012 -0.851 0.386
F 8.375 1.111 -1.775 -0.236
F 9.003 3.141 -1.538 -0.325
F 9.819 1.658 -0.238 -0.239
C 3.936 2.544 -0.100 0.731
H 2.400 4.719 1.210 0.173
H 1.551 4.965 -0.358 0.420
H 3.261 5.219 -0.255 0.335
H 0.716 2.949 -1.139 0.444
H 1.133 0.636 -1.932 0.629
H 3.315 -0.404 -1.601 0.435
H 5.920 0.434 -1.439 0.652
H 5.267 -0.515 -0.150 0.531
H 6.867 1.229 2.864 0.561
H 5.802 2.447 2.278 -0.657
H 4.556 -0.246 2.009 0.153
H 4.402 0.076 4.779 0.438
H 6.149 0.129 4.437 0.286
H 5.197 -1.223 3.894 0.304
H 3.769 1.784 3.734 0.262
H 8.819 -0.085 1.894 -0.012
H 8.538 -0.889 -0.195 0.055
H 4.696 3.083 0.442 0.053
F -0.053 -0.713 -2.741 -0.381
C -1.302 -0.748 -2.241 0.326
C -2.371 -0.854 -3.108 -0.422
C -3.655 -0.889 -2.583 -0.820
C -3.851 -0.812 -1.211 -0.229
C -2.760 -0.703 -0.359 -0.531
C -1.472 -0.674 -0.872 -0.354
H -2.195 -0.904 -4.175 0.437
H -4.506 -0.976 -3.247 0.450
H -4.855 -0.835 -0.806 0.504
H -2.912 -0.636 0.710 0.399
H -0.606 -0.593 -0.227 0.587
F 7.356 -3.996 4.358 -0.243
C 8.315 -4.908 4.168 0.463
C 9.042 -5.361 5.253 -0.482
C 10.032 -6.311 5.049 -0.288
C 10.290 -6.787 3.770 -0.500
C 9.551 -6.313 2.693 -0.375
C 8.552 -5.371 2.887 -0.339
H 8.829 -4.971 6.240 0.405
H 10.605 -6.680 5.890 0.341
H 11.066 -7.525 3.614 0.352
H 9.754 -6.678 1.695 0.351
H 7.962 -4.988 2.065 0.332
F -4.374 2.312 -0.363 -0.228
C -4.434 3.083 -1.469 0.193
C -3.929 2.588 -2.654 0.172
C -3.992 3.383 -3.789 -0.504
C -4.549 4.654 -3.723 -0.525
C -5.049 5.130 -2.519 -0.417
C -4.998 4.340 -1.380 -0.457
H -3.493 1.599 -2.683 0.243
H -3.604 3.008 -4.727 0.396
H -4.592 5.272 -4.610 0.368
H -5.480 6.121 -2.465 0.358
H -5.387 4.690 -0.433 0.429
F -7.813 -1.181 0.295 -0.213
C -7.466 -0.666 1.496 0.460
C -7.889 -1.299 2.646 -0.563
C -7.522 -0.766 3.873 -0.374
C -6.750 0.386 3.932 -0.575
C -6.339 1.008 2.760 -0.461
C -6.695 0.477 1.529 -0.312
H -8.495 -2.193 2.578 0.415
H -7.839 -1.254 4.786 0.356
H -6.467 0.799 4.891 0.374
H -5.739 1.907 2.802 0.404
H -6.378 0.942 0.604 0.493
F 4.276 4.241 2.734 -0.033
C 4.833 4.608 3.894 0.416
C 6.165 4.979 3.909 -0.370
C 6.738 5.359 5.114 -0.532
C 5.984 5.354 6.281 -0.506
C 4.650 4.973 6.243 -0.429
C 4.064 4.600 5.041 -0.467
H 6.736 4.964 2.990 0.403
H 7.777 5.656 5.141 0.375
H 6.437 5.647 7.219 0.368
H 4.062 4.964 7.152 0.359
H 3.024 4.305 4.987 0.443
F -9.375 -0.713 -4.246 -0.338
C -9.906 -1.661 -3.444 0.497
C -10.748 -2.604 -3.997 -0.491
C -11.288 -3.583 -3.177 -0.368
C -10.989 -3.597 -1.821 -0.616
C -10.142 -2.635 -1.285 -0.127
C -9.589 -1.659 -2.101 -0.646
H -10.972 -2.570 -5.055 0.467
H -11.942 -4.334 -3.597 0.382
H -11.414 -4.360 -1.182 0.377
H -9.908 -2.642 -0.230 0.348
H -8.921 -0.908 -1.708 0.506
F -9.998 -4.552 -6.412 -0.318
C -8.688 -4.448 -6.720 0.470
C -7.955 -5.598 -6.929 -0.486
C -6.609 -5.485 -7.247 -0.299
C -6.018 -4.232 -7.342 -0.554
C -6.774 -3.089 -7.124 -0.423
C -8.122 -3.192 -6.814 -0.315
H -8.434 -6.564 -6.841 0.409
H -6.022 -6.376 -7.419 0.356
H -4.967 -4.149 -7.586 0.380
H -6.314 -2.113 -7.192 0.382
H -8.730 -2.313 -6.645 0.402

28
Properties=species:S:1:pos:R:3:nbo_charge:R:1 method="wB97M-V/def2-TZVPD" gap_ev=8.3713 largest_force_ev_per_a=0.58 homo_energy_ev=-11.53 charge=+1
N 0.067 0.919 -1.727 -0.630
N 0.619 0.054 -0.726 -0.199
C 1.210 -1.155 -1.385 -0.256
C 2.225 -0.718 -2.437 -0.083
O 2.974 0.449 -2.179 -0.496
C 2.769 1.238 -1.029 -0.080
C 1.774 0.708 -0.011 -0.248
H -0.624 1.519 -1.280 0.391
H -0.435 0.356 -2.410 0.383
H -0.092 -0.221 -0.038 0.435
H 1.620 -1.790 -0.607 0.233
H 0.412 -1.713 -1.870 0.236
H 1.704 -0.582 -3.384 0.196
H 2.910 -1.553 -2.583 0.217
H 3.719 1.346 -0.505 0.213
H 2.478 2.243 -1.326 0.205
H 1.376 1.478 0.640 0.246
H 2.234 -0.080 0.577 0.223
N -1.839 -0.983 2.419 -0.520
C -2.510 -0.837 1.228 -0.139
C -3.456 0.141 1.397 -0.285
C -3.351 0.603 2.734 -0.294
C -2.350 -0.109 3.339 -0.057
H -1.100 -1.639 2.598 0.413
H -2.270 -1.449 0.373 0.200
H -4.152 0.481 0.648 0.233
H -3.951 1.365 3.202 0.239
H -1.963 -0.072 4.342 0.225

22
Properties=species:S:1:pos:R:3:nbo_charge:R:1 method="wB97M-V/def2-TZVPD" gap_ev=9.1941 largest_force_ev_per_a=2.40 homo_energy_ev=-8.51
C 2.525 0.921 -0.034 -0.488
C 1.445 1.190 -0.756 -0.016
N 0.085 0.682 -0.721 -0.178
O -0.875 1.673 -0.991 -0.580
C -0.351 -0.361 0.175 0.086
C -0.207 0.014 1.651 -0.635
C 0.359 -1.665 -0.183 -0.620
C -1.923 -0.603 -0.138 -0.043
O -2.177 -0.865 -1.483 -0.716
H 2.570 0.183 0.747 0.195
H 3.450 1.426 -0.255 0.214
H 1.522 1.950 -1.528 0.203
H -0.821 2.424 -0.379 0.460
H -0.730 0.945 1.866 0.205
H -0.626 -0.771 2.275 0.216
H 0.839 0.130 1.920 0.215
H 1.437 -1.554 -0.168 0.213
H 0.053 -1.972 -1.180 0.236
H 0.070 -2.442 0.521 0.210
H -2.236 -1.483 0.426 0.177
H -2.503 0.260 0.217 0.165
H -1.907 -0.083 -1.983 0.481

149
Properties=species:S:1:pos:R:3:mulliken_charge:R:1 method="wB97M-V/def2-TZVPD" gap_ev=10.0105 largest_force_ev_per_a=3.37 homo_energy_ev=-9.43
Sr -0.247 -0.167 -0.211 -0.623
O 1.747 1.392 0.648 -1.036
H 1.766 2.185 0.107 -0.316
O -1.043 -2.124 -1.404 1.523
H -0.371 -2.556 -2.020 -1.157
C -0.503 -5.368 -0.082 -0.861
C -1.444 -4.854 0.970 0.712
C -1.180 -5.463 2.336 -1.308
O -1.297 -3.388 1.109 -0.718
H -0.540 -6.417 -0.318 0.537
H 0.486 -5.204 0.391 0.099
H -0.496 -4.857 -1.075 -0.029
H -2.484 -5.029 0.749 0.315
H -1.263 -6.583 2.405 0.371
H -1.948 -5.078 3.055 0.336
H -0.185 -5.233 2.730 0.123
H -1.505 -3.046 0.188 -0.131
C -4.393 -3.521 -2.306 -1.407
C -4.275 -2.132 -2.973 1.212
C -5.696 -1.458 -3.290 -1.588
O -3.547 -1.318 -2.115 0.086
H -4.969 -4.127 -3.011 0.452
H -4.866 -3.512 -1.365 0.347
H -3.319 -3.858 -2.178 0.229
H -3.846 -2.244 -3.973 -0.257
H -6.233 -1.130 -2.387 0.339
H -6.309 -2.004 -4.007 0.361
H -5.452 -0.483 -3.723 0.347
H -2.733 -1.733 -1.887 -0.536
C -3.640 2.430 -2.591 -1.354
C -2.348 1.709 -2.883 1.609
C -1.431 2.355 -3.906 -1.533
O -1.701 1.460 -1.630 1.882
H -4.418 2.249 -3.325 0.372
H -3.600 3.517 -2.428 0.265
H -4.013 1.964 -1.675 0.235
H -2.677 0.682 -3.193 -0.603
H -1.896 2.373 -4.871 0.482
H -0.495 1.791 -3.977 0.162
H -1.205 3.374 -3.647 0.391
H -1.521 2.317 -1.181 -0.757
C 3.104 -1.734 -3.767 -1.709
C 1.908 -1.850 -2.792 1.274
C 2.146 -3.167 -2.020 -1.300
O 1.771 -0.706 -2.009 1.088
H 4.069 -1.686 -3.238 0.355
H 3.033 -0.750 -4.279 0.344
H 3.135 -2.498 -4.543 0.462
H 0.976 -1.895 -3.311 -0.436
H 2.298 -3.943 -2.761 0.562
H 1.325 -3.494 -1.414 -0.170
H 3.098 -3.240 -1.521 0.353
H 2.648 -0.547 -1.574 -0.324
C -3.253 2.221 5.616 -1.540
C -1.759 2.287 5.402 0.903
C -0.993 1.892 6.628 -1.286
O -1.471 1.245 4.373 -0.506
H -3.663 2.725 4.762 0.353
H -3.540 2.696 6.557 0.406
H -3.506 1.165 5.656 0.268
H -1.472 3.247 5.048 0.206
H 0.017 1.627 6.298 0.119
H -1.245 0.960 7.175 0.333
H -0.948 2.683 7.365 0.403
H -0.637 1.510 3.895 -0.051
C -0.282 -1.441 -6.473 -1.517
C -1.439 -1.762 -5.557 0.653
C -1.673 -3.280 -5.494 -1.351
O -1.084 -1.051 -4.421 0.027
H -0.495 -1.732 -7.497 0.411
H 0.617 -1.886 -6.035 0.211
H -0.169 -0.381 -6.535 0.334
H -2.369 -1.323 -5.973 0.333
H -2.383 -3.564 -4.720 0.227
H -0.765 -3.844 -5.295 0.304
H -1.961 -3.690 -6.441 0.441
H -1.435 -1.375 -3.562 -0.343
C -1.762 4.010 2.216 -0.808
C -1.449 3.986 0.721 0.704
C -0.855 5.293 0.234 -1.604
O -0.654 2.864 0.324 0.410
H -0.894 4.228 2.780 0.035
H -2.183 3.041 2.431 -0.152
H -2.508 4.768 2.379 0.559
H -2.332 3.811 0.138 0.219
H -1.628 6.073 0.165 0.398
H -0.526 5.086 -0.805 0.297
H -0.111 5.561 1.001 0.360
H 0.225 2.780 0.628 -0.448
C 2.048 3.721 4.358 -1.365
C 2.344 2.375 3.623 0.786
C 3.049 1.341 4.530 -0.957
O 1.092 1.864 3.121 0.983
H 1.574 4.430 3.683 0.295
H 2.941 4.229 4.751 0.439
H 1.390 3.538 5.228 0.150
H 2.971 2.568 2.785 0.085
H 2.305 1.061 5.243 0.103
H 4.040 1.685 4.842 0.438
H 3.137 0.490 3.830 0.050
H 1.341 1.567 2.207 -0.573
C 5.254 3.996 -2.466 -1.667
C 4.167 2.998 -2.089 1.698
C 2.889 3.555 -2.579 -1.278
O 4.436 1.787 -2.734 -0.706
H 5.308 3.947 -3.552 0.391
H 6.259 3.661 -2.072 0.312
H 5.015 5.013 -2.182 0.402
H 4.210 2.834 -1.003 -0.276
H 2.773 4.625 -2.256 0.364
H 2.039 2.986 -2.308 -0.057
H 2.868 3.627 -3.667 0.431
H 4.355 1.087 -2.040 0.267
C 0.784 -1.549 3.512 -1.249
C 1.813 -1.907 2.419 2.467
C 2.779 -2.978 2.768 -1.759
O 1.217 -2.177 1.097 1.671
H 0.071 -2.355 3.865 0.261
H 0.145 -0.791 3.182 0.195
H 1.247 -1.158 4.432 0.425
H 2.417 -0.999 2.205 -1.688
H 2.341 -3.932 3.151 0.256
H 3.615 -2.669 3.437 0.275
H 3.248 -3.229 1.871 0.561
H 0.491 -2.863 1.129 -0.701
C 4.982 -1.671 0.400 -0.824
C 4.707 -0.264 0.631 2.155
C 5.949 0.639 0.791 -1.698
O 3.830 0.322 -0.371 0.170
H 5.584 -2.021 1.253 0.395
H 5.620 -1.791 -0.509 0.337
H 4.023 -2.170 0.317 -0.473
H 4.207 -0.141 1.628 -1.055
H 6.374 0.811 -0.167 0.387
H 6.719 0.403 1.477 0.414
H 5.530 1.648 1.075 0.264
H 3.007 0.749 0.085 -0.482
C -3.928 -1.207 2.257 -1.715
C -3.224 -0.278 1.323 2.622
C -3.907 1.086 1.117 -0.896
O -1.874 -0.093 1.840 1.684
H -4.787 -1.640 1.765 0.411
H -4.209 -0.585 3.112 0.379
H -3.300 -2.051 2.574 0.237
H -3.175 -0.761 0.289 -1.445
H -4.035 1.557 2.116 0.204
H -4.875 1.058 0.636 0.500
H -3.243 1.750 0.594 -0.328
H -1.789 0.442 2.631 -0.647

15
Properties=species:S:1:pos:R:3:nbo_charge:R:1 method="wB97M-V/def2-TZVPD" gap_ev=5.8709 largest_force_ev_per_a=1.64 homo_energy_ev=-2.18 charge=-1
O -1.417 -2.063 0.368 -0.948
C -0.794 -1.514 -0.665 0.007
C -0.920 0.038 -0.770 -0.458
C 0.259 0.841 -0.244 -0.423
C 0.741 0.375 1.114 -0.070
O 1.861 1.122 1.595 -0.744
H 0.338 -1.685 -0.618 0.033
H -1.018 -1.967 -1.663 0.060
H -1.170 0.263 -1.809 0.176
H -1.778 0.183 -0.102 0.206
H 1.080 0.775 -0.972 0.180
H -0.031 1.893 -0.247 0.169
H 1.073 -0.655 0.982 0.196
H -0.069 0.391 1.818 0.165
H 1.845 2.002 1.213 0.451

9
Properties=species:S:1:pos:R:3:mulliken_spin:R:1 method="wB97M-V/def2-TZVPD" spin_multiplicity=6 gap_ev="8.5685 / 5.6356" largest_force_ev_per_a=7.95 homo_energy_ev="-25.20 / -25.10" charge=+3
O 3.130 -1.139 1.425 0.210
C 2.889 -0.721 0.378 -0.097
H 2.960 -0.045 -1.271 0.004
P 2.499 0.903 -0.113 0.727
C -2.910 0.090 -0.086 0.019
O -1.807 0.174 -0.600 0.158
Fe 0.006 0.463 -0.177 3.953
H -3.068 -0.530 0.811 0.013
H -3.700 0.805 -0.366 0.014

Repeat the sixth record exactly.
9
Properties=species:S:1:pos:R:3:mulliken_spin:R:1 method="wB97M-V/def2-TZVPD" spin_multiplicity=6 gap_ev="8.5685 / 5.6356" largest_force_ev_per_a=7.95 homo_energy_ev="-25.20 / -25.10" charge=+3
O 3.130 -1.139 1.425 0.210
C 2.889 -0.721 0.378 -0.097
H 2.960 -0.045 -1.271 0.004
P 2.499 0.903 -0.113 0.727
C -2.910 0.090 -0.086 0.019
O -1.807 0.174 -0.600 0.158
Fe 0.006 0.463 -0.177 3.953
H -3.068 -0.530 0.811 0.013
H -3.700 0.805 -0.366 0.014

Repeat the fifth record exactly.
15
Properties=species:S:1:pos:R:3:nbo_charge:R:1 method="wB97M-V/def2-TZVPD" gap_ev=5.8709 largest_force_ev_per_a=1.64 homo_energy_ev=-2.18 charge=-1
O -1.417 -2.063 0.368 -0.948
C -0.794 -1.514 -0.665 0.007
C -0.920 0.038 -0.770 -0.458
C 0.259 0.841 -0.244 -0.423
C 0.741 0.375 1.114 -0.070
O 1.861 1.122 1.595 -0.744
H 0.338 -1.685 -0.618 0.033
H -1.018 -1.967 -1.663 0.060
H -1.170 0.263 -1.809 0.176
H -1.778 0.183 -0.102 0.206
H 1.080 0.775 -0.972 0.180
H -0.031 1.893 -0.247 0.169
H 1.073 -0.655 0.982 0.196
H -0.069 0.391 1.818 0.165
H 1.845 2.002 1.213 0.451

Repeat the sixth record exactly.
9
Properties=species:S:1:pos:R:3:mulliken_spin:R:1 method="wB97M-V/def2-TZVPD" spin_multiplicity=6 gap_ev="8.5685 / 5.6356" largest_force_ev_per_a=7.95 homo_energy_ev="-25.20 / -25.10" charge=+3
O 3.130 -1.139 1.425 0.210
C 2.889 -0.721 0.378 -0.097
H 2.960 -0.045 -1.271 0.004
P 2.499 0.903 -0.113 0.727
C -2.910 0.090 -0.086 0.019
O -1.807 0.174 -0.600 0.158
Fe 0.006 0.463 -0.177 3.953
H -3.068 -0.530 0.811 0.013
H -3.700 0.805 -0.366 0.014